1.
DFT (ωB97M-V/def2-TZVPD) results for a 18-piece molecular cluster, C27H20Cl69IN3 overall.

- HOMO (eV) = -11.75
- energy (Ha) = -33255.58180
- HOMO-LUMO gap (eV) = 9.37
- F_max (eV Å⁻¹) = 2.3
- energy above the lowest of the compared OMol25 structures with the same formula, charge and spin (kJ/mol) = 111.34

ORCA input file:
```
! wB97M-V def2-TZVPD RIJCOSX def2/J DEFGRID3
* xyz 1 1
C 7.811 -5.667 -3.173
C -4.903 -7.187 2.139
Cl 3.652 8.306 2.094
Cl 14.323 0.895 -0.059
Cl 9.215 -0.247 -2.097
Cl -3.112 4.252 4.828
Cl -8.123 0.632 3.286
Cl -10.747 1.753 3.805
Cl 1.642 -2.143 -5.880
Cl 0.662 2.670 2.125
H -4.079 -0.312 -2.536
Cl -0.048 1.650 -8.778
Cl 12.696 2.771 1.408
Cl 3.342 -6.183 1.305
Cl -4.895 -5.653 1.252
Cl 0.821 8.426 2.640
Cl 7.309 1.414 -0.706
C -4.189 0.296 -1.645
Cl 10.962 3.024 -6.506
H -4.030 1.327 -1.955
H 0.085 -1.762 -2.963
C 10.816 4.725 -6.046
Cl 8.874 2.511 -2.868
H -6.104 2.247 -1.133
H -4.093 1.404 1.334
Cl 6.840 -1.236 -7.412
H -3.490 -0.914 0.065
Cl 3.142 3.940 1.362
H -2.560 1.787 -0.702
Cl 6.883 -5.424 -4.658
H -5.696 0.090 -0.049
Cl -10.118 -2.395 7.842
Cl -12.090 -2.181 11.145
Cl -14.254 -0.271 11.118
N -1.944 -0.722 -1.361
H -2.903 2.735 1.200
Cl 8.436 -4.110 -2.609
Cl 10.143 1.864 -0.362
C 2.034 -0.656 -6.765
Cl 9.193 5.303 -6.446
Cl -8.390 2.981 4.937
Cl 5.223 -7.448 3.093
Cl -2.205 1.706 -10.696
C 4.104 -2.044 -1.314
Cl 3.978 -1.755 0.428
Cl 5.425 -1.088 -1.979
Cl -5.216 -6.870 3.845
Cl 3.749 -0.297 -6.577
Cl 5.335 -7.995 0.264
C -2.452 0.998 0.053
Cl -3.327 -7.970 1.967
Cl 1.834 6.597 0.650
Cl -4.017 -3.060 5.338
Cl -5.191 4.365 6.832
Cl -2.352 -5.346 4.809
Cl 12.015 5.679 -6.922
H -1.302 1.307 2.550
N 0.166 0.077 -1.909
C 14.346 2.378 0.902
Cl -9.140 -0.258 6.173
Cl 15.356 2.143 2.330
Cl 1.854 9.443 0.145
Cl 1.657 -0.885 -8.466
C -0.470 1.947 -10.470
H -7.519 1.232 -1.258
Cl -14.044 -2.244 9.022
N -0.999 0.735 0.021
Cl -11.663 -1.525 5.572
Cl -3.781 -5.154 7.307
C -10.029 -1.786 6.191
Cl 8.478 -1.106 -5.039
Cl 6.763 -6.357 -1.928
C -3.039 1.664 1.299
C -2.921 -4.244 6.064
Cl -0.040 3.603 -10.905
Cl -6.159 -8.239 1.485
Cl 1.081 0.705 -6.101
Cl 9.000 0.670 -7.251
C -5.635 0.154 -1.135
Cl -6.479 1.507 -3.350
I -1.765 -1.811 2.255
Cl 1.104 3.450 -0.625
C 5.008 -6.750 1.486
C -9.047 2.128 3.537
C -2.380 1.212 2.605
H -1.795 -1.719 -1.257
C -0.856 0.041 -1.120
Cl 6.638 1.037 -5.635
C -3.142 -0.178 -0.649
Cl -12.138 -0.087 9.164
H -0.471 1.604 -0.047
Cl -3.208 2.269 6.924
C -13.134 -1.194 10.114
H -2.549 -0.183 4.177
C 7.742 -0.160 -6.336
H -2.722 1.901 3.371
C -4.180 3.294 5.863
Cl -1.544 -3.406 6.787
Cl 0.422 0.816 -11.497
C 0.305 -0.717 -3.130
Cl -8.894 3.148 2.100
H -0.331 -0.293 -3.897
Cl 2.580 -1.568 -2.098
Cl 2.562 1.235 0.504
C 8.888 1.388 -1.507
Cl 6.114 -5.390 1.291
Cl 9.155 -6.766 -3.488
Cl -5.198 2.274 4.836
C -2.815 -0.155 3.128
H 0.948 0.678 -1.675
C -6.487 1.331 -1.569
H -3.892 -0.264 3.080
H -6.093 -0.720 -1.584
C 2.040 8.198 1.382
Cl 4.404 -3.752 -1.603
Cl -9.191 -2.961 5.166
Cl 11.085 4.887 -4.307
C 1.884 2.824 0.854
Cl 14.992 3.702 -0.070
H 1.312 -0.661 -3.510
*
```

2.
DFT (ωB97M-V/def2-TZVPD) results for a 3-piece molecular cluster, C14H26BrNO12S3 overall.

- HOMO (eV) = -8.92
- energy (Ha) = -5275.16845
- HOMO-LUMO gap (eV) = 9.32
- F_max (eV Å⁻¹) = 2.3
- SMILES = CCN(CC[C@H]1CS(=O)(=O)OC[C@@H]1Br)C(C)=O.O=S1(=O)OCCO1.O=S1(=O)OCCO1

ORCA input file:
```
! wB97M-V def2-TZVPD RIJCOSX def2/J DEFGRID3
* xyz 0 1
C 0.709 -3.637 0.993
C 2.281 -0.179 0.983
H -0.088 -0.044 -1.621
H -4.449 4.475 -4.181
C 1.055 -5.116 0.857
C 0.216 0.997 -1.528
H 3.961 -1.217 -0.487
H -2.230 6.389 -3.276
O 3.773 -5.385 3.260
H 0.143 -3.427 1.897
C 3.107 -1.348 -2.451
H 0.800 -1.359 2.078
H 0.145 -5.664 0.622
N 2.132 -0.229 -0.483
C 1.820 -1.460 1.704
H -3.750 0.402 4.021
O -2.225 3.242 1.225
C -3.405 4.698 -3.954
H 3.969 0.346 -1.403
C -3.724 0.178 1.854
H -4.747 -0.023 1.547
H 2.441 -1.559 2.598
O -0.667 1.318 1.323
H 1.641 0.627 1.347
H -3.183 -0.765 1.956
S 2.644 -4.648 2.783
C -3.264 6.038 -3.262
H 2.134 -1.003 -2.812
H 1.739 -5.265 0.018
H 0.235 1.503 -2.493
O -1.953 4.331 -0.823
O 1.603 -5.640 2.083
S -3.193 4.287 -1.501
H -4.389 1.802 3.127
O -4.325 3.625 -0.959
Br -0.411 -3.230 -0.570
H 2.159 -2.601 -0.163
C -3.644 1.003 3.122
O 1.966 -3.880 3.787
H -3.911 6.800 -3.689
O 2.261 2.051 -0.915
H -0.427 1.492 -0.797
H 3.529 -4.284 0.661
H -2.814 4.632 -4.863
O -2.938 3.746 -2.993
C 3.184 -3.606 1.442
S -1.946 1.894 1.545
O -2.343 1.601 3.073
C 1.980 -2.760 0.897
H 3.837 -1.161 -3.238
H 2.984 -2.412 -2.245
O -3.062 0.974 0.864
O -3.634 5.778 -1.904
H 3.960 -2.927 1.783
H 3.293 0.119 1.283
C 3.407 -0.559 -1.157
C 1.618 1.041 -0.965
*
```

3.
DFT (ωB97M-V/def2-TZVPD) results for a 2-piece molecular cluster, C3H8O2S overall.

- HOMO (eV) = -9.48
- energy (Ha) = -667.73029
- HOMO-LUMO gap (eV) = 10.11
- F_max (eV Å⁻¹) = 2.7
- SMILES = O=CCCS.O
- energy above the lowest of the compared OMol25 structures with the same formula, charge and spin (kJ/mol) = 132.97

ORCA input file:
```
! wB97M-V def2-TZVPD RIJCOSX def2/J DEFGRID3
* xyz 0 1
C -0.006 0.069 1.377
H -0.163 2.148 0.601
O -0.864 -2.599 -3.522
H -0.370 -0.203 -0.825
C 0.581 1.390 0.886
C -0.697 -0.627 0.259
H 2.150 3.163 1.101
H 0.736 -0.590 1.852
H -1.756 -2.308 -3.149
S 1.926 2.078 1.912
H -0.789 0.115 2.154
H 0.966 1.256 -0.112
H -0.169 -2.427 -2.881
O -1.545 -1.464 0.347
*
```

4.
DFT (ωB97M-V/def2-TZVPD) results for C30H35F5N2O3PS4V as an isolated structure.

- HOMO (alpha / beta) (eV) = -4.37 / -3.98
- energy (Ha) = -4876.95529
- HOMO-LUMO gap (alpha / beta) (eV) = 6.76 / 6.37
- F_max (eV Å⁻¹) = 4.4
- energy above the lowest of the compared OMol25 structures with the same formula, charge and spin (kJ/mol) = 124.68

ORCA input file:
```
! wB97M-V def2-TZVPD RIJCOSX def2/J DEFGRID3
* xyz -1 2
C -4.294 3.216 -3.661
H 3.873 -1.926 2.759
F 2.923 -1.635 -0.072
H -4.595 0.347 0.936
H -2.787 -1.327 1.102
H -0.746 2.153 2.963
F 2.521 -3.718 -1.757
H 0.067 -3.573 -1.861
H -0.588 0.210 4.218
S 0.766 1.444 -0.850
C 2.652 -0.186 3.068
H -1.133 -0.795 -2.372
C -0.498 -1.482 -1.801
H 2.266 3.607 0.979
H -3.629 0.098 -2.524
H 0.241 -1.341 4.106
O -1.297 0.061 1.474
C -0.815 -4.531 2.197
H -5.701 3.691 -5.196
C -5.266 2.907 -4.594
H 0.525 -1.092 -1.838
F 3.483 -0.919 -5.472
H -3.976 4.235 -3.514
C 1.380 0.345 3.386
H 0.288 3.435 2.324
H -3.285 0.729 -0.176
C 2.609 1.978 2.319
H 5.023 0.009 1.279
H 5.406 0.279 2.988
S -4.203 4.349 -0.714
C -2.878 3.404 -0.954
C 3.466 -0.167 -1.875
C -0.804 2.018 -0.990
C 2.973 -2.340 -3.646
H -3.461 1.655 1.319
H -0.997 -4.382 3.258
C 3.420 0.829 2.436
C 3.183 -1.519 3.500
C 1.342 1.678 2.892
H 0.725 -0.178 5.339
C 0.220 2.649 3.073
F 3.991 1.132 -3.807
H -2.916 -0.422 2.627
H -1.610 -3.255 -2.305
H 5.311 1.644 1.860
C 0.377 -0.279 4.305
O -0.969 -1.501 -0.459
C -3.726 2.198 -2.904
H 3.014 4.068 2.521
C 4.877 0.684 2.122
H 2.363 -2.224 3.645
C 0.098 -3.441 1.654
C -4.103 0.875 -3.106
S 3.710 1.109 -0.810
C -3.560 0.669 0.871
C 3.097 -1.453 -1.423
N -2.744 2.482 -1.936
H 3.959 3.244 1.259
C -2.667 -0.343 1.564
H -0.304 -2.861 -3.434
F 2.710 -3.364 -4.491
C -5.671 1.594 -4.771
C -0.591 -2.883 -2.385
C 3.613 -0.044 -3.279
V 1.655 0.392 1.186
C 2.986 3.304 1.741
H 0.276 -3.621 0.589
H 3.721 -1.423 4.450
C 3.357 -1.090 -4.139
C -5.082 0.580 -4.035
P -0.195 -0.923 0.859
H -6.443 1.359 -5.489
O -0.531 -2.188 1.841
H 0.257 3.112 4.064
H -1.766 -4.491 1.672
H -0.359 -5.506 2.041
S -1.448 3.343 0.059
N -1.629 1.714 -1.930
C 2.864 -2.514 -2.269
H 1.064 -3.445 2.175
H -5.389 -0.447 -4.180
*
```

5.
DFT (ωB97M-V/def2-TZVPD) results for C2H3BrI2 as an isolated structure.

- HOMO (eV) = -9.37
- energy (Ha) = -3247.37281
- HOMO-LUMO gap (eV) = 8.96
- F_max (eV Å⁻¹) = 5.2
- energy above the lowest of the compared OMol25 structures with the same formula, charge and spin (kJ/mol) = 25.93

ORCA input file:
```
! wB97M-V def2-TZVPD RIJCOSX def2/J DEFGRID3
* xyz 0 1
H -1.570 0.242 -0.630
H -0.384 -1.052 -1.000
C -0.710 -0.432 -0.300
I 0.095 1.797 1.675
I 1.938 -1.094 0.970
H -1.273 -0.949 0.388
C 0.539 0.330 0.208
Br 1.365 1.157 -1.311
*
```

6.
DFT (ωB97M-V/def2-TZVPD) results for one molecule with the formula C4H6ClN.

- HOMO (eV) = -9.41
- energy (Ha) = -670.87477
- HOMO-LUMO gap (eV) = 10.54
- F_max (eV Å⁻¹) = 4.5
- SMILES = C=NC/C=C/Cl
- energy above the lowest of the compared OMol25 structures with the same formula, charge and spin (kJ/mol) = 193.81

ORCA input file:
```
! wB97M-V def2-TZVPD RIJCOSX def2/J DEFGRID3
* xyz 0 1
Cl -1.759 0.786 -3.495
C 1.618 0.384 0.845
H -1.222 1.318 -0.788
C -0.451 -0.499 0.120
H -0.876 -0.038 0.975
C -1.197 -0.205 -2.189
C -1.075 0.333 -0.992
H 2.590 0.747 0.671
H 1.109 0.557 1.876
H -0.692 -1.433 -0.157
H -0.820 -1.262 -2.420
N 0.933 -0.213 0.005
*
```

7.
DFT (ωB97M-V/def2-TZVPD) results for C14H31BF12N2O22S4Zr as an isolated structure.

- HOMO (alpha / beta) (eV) = -12.49 / -12.49
- energy (Ha) = -5179.38418
- HOMO-LUMO gap (alpha / beta) (eV) = 7.53 / 1.85
- F_max (eV Å⁻¹) = 7.2

ORCA input file:
```
! wB97M-V def2-TZVPD RIJCOSX def2/J DEFGRID3
* xyz 1 2
H 2.718 0.942 -1.727
N 1.932 -2.565 2.238
O -2.153 4.368 2.550
H 2.478 0.849 -4.124
C -1.010 -4.815 -4.161
H 2.100 3.138 3.143
B 2.914 3.130 2.433
C -3.267 0.634 -3.733
H 1.210 -1.432 3.237
F -0.687 4.015 5.648
O 0.734 -0.691 3.612
C -3.030 1.602 1.904
H -4.492 -1.663 -0.309
O -2.651 2.616 4.536
S 2.745 -3.733 2.835
F -1.304 -4.761 1.374
H -5.757 0.854 -1.982
O -0.124 0.279 1.179
O -1.220 -3.993 -3.115
O -4.122 1.445 -3.051
O -1.613 -5.856 -4.408
O 1.912 -4.870 3.252
H 4.193 0.897 -1.390
F 2.407 -2.153 5.041
F -1.488 -2.636 0.826
S -1.930 1.843 3.546
C -3.713 -1.516 -1.058
C -0.800 -3.512 1.519
O 0.987 -2.385 -0.240
O -1.624 0.507 3.945
O 3.949 -4.096 2.042
C -4.303 -0.755 -2.191
O 2.783 -0.107 1.756
O 1.487 -4.687 0.541
H 3.643 0.017 1.354
O 0.109 4.624 1.999
F 4.415 -2.043 4.179
O 3.349 0.516 -1.148
H -1.316 1.033 -1.344
H 1.800 5.170 -0.545
H -0.076 -0.154 -1.549
H 1.056 1.116 -4.571
O -3.330 -0.585 -3.218
H 1.732 -2.656 -6.036
H 1.141 2.957 -3.639
H 0.270 1.436 -1.981
C 0.952 -2.227 -5.407
H -0.201 -2.292 -2.378
H -2.853 -1.033 -0.595
O 1.686 1.330 -3.883
H -5.123 -1.384 -2.539
F -2.465 2.299 0.859
H -1.232 -1.943 -3.658
H 0.219 -1.837 -6.113
S -0.805 4.022 2.950
H 0.108 -1.090 4.217
O -2.536 1.020 -4.602
F -4.307 1.918 2.109
O 1.091 1.763 0.496
F 3.905 -3.736 5.349
C 0.542 -3.167 -4.275
S 1.045 -3.334 0.899
O -0.003 -4.335 -4.905
H 3.801 3.397 2.986
F 0.917 5.257 4.676
F -1.186 5.941 4.747
C -4.678 0.695 -1.984
F -1.012 -3.203 2.822
H -3.334 -2.396 -1.577
H 1.693 3.669 -0.376
N -0.303 2.476 3.028
C -0.378 4.874 4.658
H 1.237 3.961 -2.510
O 1.964 4.343 -0.999
H 2.662 -1.056 1.775
C 3.402 -2.904 4.452
Zr 1.355 1.280 2.749
C -0.247 0.867 -1.209
H 2.570 3.756 1.625
O 1.011 3.884 -3.437
H 1.475 -3.422 -3.772
H 1.458 -1.345 -5.016
H 3.110 2.113 2.129
H -4.306 0.916 -0.984
C 0.232 0.978 0.221
C -0.570 -2.733 -3.304
F -2.949 0.353 1.606
*
```

8.
DFT (ωB97M-V/def2-TZVPD) results for one molecule with the formula C19H17NO6S.

- HOMO (eV) = -8.28
- energy (Ha) = -1638.38671
- HOMO-LUMO gap (eV) = 7.19
- F_max (eV Å⁻¹) = 7.3
- SMILES = COc1ccc(C(=O)/C=C/c2ccc(ON=O)cc2)cc1CSCC(=O)O
- energy above the lowest of the compared OMol25 structures with the same formula, charge and spin (kJ/mol) = 560.61

ORCA input file:
```
! wB97M-V def2-TZVPD RIJCOSX def2/J DEFGRID3
* xyz 0 1
S 0.537 4.524 1.624
H 0.422 -5.935 -3.003
H -0.552 6.080 5.397
C -3.968 2.663 0.841
H -0.330 3.341 3.611
H 0.408 -1.770 -2.415
C -1.106 0.306 -0.995
O -0.402 5.294 4.931
C -1.853 2.462 -0.147
H 3.028 -3.620 0.626
C 2.550 -4.199 -0.160
H 0.355 4.942 -0.775
C -0.590 3.056 -0.407
C 2.142 -2.044 -1.315
H -4.399 1.979 0.103
O -2.719 3.210 0.592
O 2.271 0.760 -2.165
C 1.247 0.200 -1.879
H 0.910 -3.814 -3.065
C 1.567 -6.272 -1.111
H -4.161 2.065 1.685
H -1.235 5.136 -0.026
O 2.428 -9.531 -0.208
H -2.989 0.514 -0.264
C 0.144 0.940 -1.382
H -4.620 3.570 0.790
O 1.450 -7.631 -1.188
H 2.854 -1.544 -0.662
H -1.561 3.782 2.527
C 1.177 -4.207 -2.202
H 1.261 2.752 -1.298
H 2.881 -6.066 0.790
C 1.231 -1.237 -1.989
C 0.332 2.293 -1.089
C 2.388 -5.575 -0.115
N 2.437 -8.281 -0.304
O -1.138 6.406 3.028
C -2.081 1.135 -0.402
C -0.592 4.090 2.866
C -0.801 5.410 3.656
C 0.927 -5.530 -2.110
C -0.325 4.561 -0.019
H -1.412 -0.724 -1.180
C 1.888 -3.493 -1.191
*
```